1.
Formula: C6H8N
Source: the OMol25 dataset
Level of theory: the ωB97M-V functional and the def2-TZVPD basis

```
15
C6H8N (the ωB97M-V functional and the def2-TZVPD basis)
C -3.068 0.491 -0.129
C -1.984 -0.114 0.209
N -0.935 -0.720 0.468
C 0.202 -0.850 -0.499
C 1.443 -1.420 0.100
C 1.456 -0.168 -0.050
C 2.036 1.086 0.130
H -2.879 1.532 -0.176
H -3.791 0.079 -0.684
H -0.751 -1.260 1.282
H -0.257 -0.780 -1.430
H 1.986 -2.303 0.270
H 2.034 1.536 1.230
H 1.391 1.762 -0.513
H 3.117 1.130 -0.206
```

Calculated values
Kohn-Sham gap in eV: 10.6
Net charge: +1
Energy relative to the best compared isomer or geometry (same formula, charge and spin) in kcal per mole: 126.1
SMILES: C=C=[NH+][C@@H]1C=C1C
HOMO energy in hartree: -0.5376

Here are the natural (NBO) charges for atoms 1 to 2, given in e: -0.4132, 0.4940

***

2.
Formula: C6H16NO
Source: the OMol25 dataset
Level of theory: the ωB97M-V functional and the def2-TZVPD basis

```
24
C6H16NO (the ωB97M-V functional and the def2-TZVPD basis)
C 1.095 1.564 -0.616
C 0.828 0.073 -0.495
C 1.231 -0.491 0.876
C -0.132 -0.921 1.421
C -0.731 -2.088 1.291
C -0.923 0.148 2.058
N 1.715 -0.534 -1.657
H 0.967 1.980 -1.647
H 2.066 1.785 -0.208
H 0.495 2.062 0.082
H -0.310 -0.053 -0.681
H 1.854 0.162 1.438
H 1.882 -1.316 0.967
H -0.203 -3.002 0.994
H -1.786 -2.203 1.439
H -2.022 0.240 1.722
H -0.933 0.049 3.159
H -0.488 1.067 1.737
H 2.684 -0.120 -1.665
H 1.293 -0.277 -2.669
H 1.638 -1.529 -1.515
H -2.170 2.282 -1.906
H -3.570 1.541 -2.277
O -2.701 1.420 -1.822
```

Calculated values
Kohn-Sham gap in eV: 9.1
Net charge: +1
Energy relative to the best compared isomer or geometry (same formula, charge and spin) in kcal per mole: 59.4
HOMO energy in hartree: -0.4688

Here are the natural (NBO) charges for atoms 1 to 2, given in e: -0.6449, -0.0244

***

3.
Formula: C30H59N7P3Ru
Source: the OMol25 dataset
Level of theory: the ωB97M-V functional and the def2-TZVPD basis

```
100
C30H59N7P3Ru (the ωB97M-V functional and the def2-TZVPD basis)
Ru -0.187 0.905 0.969
C 2.204 -1.208 -0.195
P 2.096 0.196 0.949
C 3.352 1.376 0.398
C 2.593 -0.432 2.566
C 3.877 -0.912 2.810
C 4.196 -1.428 4.056
C 3.238 -1.467 5.062
C 1.960 -0.986 4.828
C 1.632 -0.463 3.579
P 0.003 0.248 3.243
C -1.208 -0.905 3.944
C -0.097 1.710 4.316
H 3.230 -1.578 -0.231
H 1.905 -0.908 -1.200
H 1.555 -2.013 0.147
H 4.349 0.960 0.552
H 3.273 2.308 0.956
H 3.221 1.581 -0.664
H 4.635 -0.897 2.036
H 5.193 -1.804 4.244
H 3.491 -1.871 6.033
H 1.231 -1.015 5.629
H -1.090 -0.950 5.027
H -1.062 -1.905 3.537
H -2.217 -0.561 3.719
H 0.043 1.423 5.359
H -1.070 2.193 4.213
H 0.687 2.419 4.049
N -1.884 0.287 0.500
P -3.428 0.236 0.313
N -4.314 0.984 1.454
C -5.797 0.994 1.434
C -6.349 2.340 1.886
C -5.772 2.767 3.229
C -4.249 2.752 3.166
C -3.749 1.374 2.759
N -4.079 0.572 -1.135
C -4.460 1.977 -1.467
C -5.036 2.018 -2.872
C -3.985 1.624 -3.915
C -3.033 0.549 -3.365
C -3.721 -0.282 -2.295
N -3.868 -1.517 0.423
C -2.899 -2.515 0.815
C -3.555 -3.658 1.579
C -4.611 -4.379 0.725
C -5.180 -3.441 -0.345
C -5.208 -1.996 0.139
H -6.157 0.200 2.099
H -6.134 0.771 0.422
H -7.436 2.260 1.936
H -6.121 3.097 1.130
H -6.111 2.084 4.014
H -6.135 3.757 3.499
H -3.814 3.017 4.131
H -3.899 3.486 2.433
H -4.061 0.635 3.508
H -2.663 1.347 2.683
H -3.581 2.627 -1.398
H -5.190 2.321 -0.738
H -5.415 3.021 -3.065
H -5.901 1.353 -2.916
H -3.410 2.502 -4.214
H -4.482 1.264 -4.815
H -2.146 1.006 -2.914
H -2.683 -0.106 -4.162
H -3.060 -1.083 -1.954
H -4.628 -0.749 -2.689
H -2.086 -2.012 1.335
H -2.466 -2.886 -0.132
H -4.007 -3.243 2.483
H -2.776 -4.344 1.908
H -5.409 -4.741 1.372
H -4.179 -5.255 0.243
H -6.194 -3.724 -0.623
H -4.583 -3.480 -1.261
H -5.768 -1.931 1.088
H -5.682 -1.304 -0.555
C 0.546 2.841 -3.430
N 0.593 3.729 -2.276
C 1.283 5.003 -2.503
C 0.252 3.286 -1.051
N 0.216 1.982 -0.790
N -0.089 4.202 -0.106
C -0.786 5.447 -0.447
C 0.070 3.951 1.307
H 0.422 3.446 -4.326
H -0.308 2.168 -3.360
H 1.468 2.262 -3.541
H 2.180 4.805 -3.089
H 1.584 5.445 -1.559
H 0.657 5.705 -3.054
H 0.631 1.459 -1.549
H -1.035 5.461 -1.502
H -0.187 6.325 -0.209
H -1.717 5.491 0.120
H 1.095 4.104 1.654
H -0.227 2.923 1.596
H -0.590 4.611 1.865
```

Calculated values
Kohn-Sham gap (alpha / beta) in eV: 8.7 / 6.2
Multiplicity: 5
Net charge: +3
HOMO energy (alpha / beta) in hartree: -0.5938 / -0.6093
Expectation value of S²: 6.023

Here are the natural (NBO) charges for atoms 1 to 2, given in e: 0.7411, -0.9458

***

4.
Formula: C10H10F3N2
Source: the OMol25 dataset
Level of theory: the ωB97M-V functional and the def2-TZVPD basis

```
25
C10H10F3N2 (the ωB97M-V functional and the def2-TZVPD basis)
C -1.541 -0.826 4.663
C -1.011 -0.455 -0.602
C -0.869 -0.186 -3.031
C 0.402 -0.473 -0.589
C 0.542 -0.184 -3.057
C -1.606 -0.460 -1.858
C 0.876 -0.300 -1.769
C -3.126 -0.708 -2.009
C 2.006 0.494 1.469
C 3.251 1.089 0.737
N -0.502 -0.387 4.426
N 1.612 1.092 2.548
F 2.744 1.828 -0.260
F 4.045 1.916 1.563
F 3.975 0.104 0.224
H -2.470 -1.281 4.850
H -1.458 -0.318 0.337
H -1.383 -0.199 -4.033
H 1.013 -0.423 0.348
H 1.100 -0.406 -3.974
H -3.501 -0.716 -0.991
H -3.669 -0.051 -2.666
H -3.265 -1.722 -2.211
H 2.065 1.934 2.867
H 0.770 0.636 3.018
```

Calculated values
Kohn-Sham gap (alpha / beta) in eV: 7.0 / 7.0
Net charge: +1
Energy relative to the best compared isomer or geometry (same formula, charge and spin) in kcal per mole: 124.2
HOMO energy (alpha / beta) in hartree: -0.4680 / -0.4679

Here are the natural (NBO) charges for atoms 1 to 2, given in e: 0.1520, -0.1281

***

5.
Formula: C22H27NO6S2
Source: the OMol25 dataset
Level of theory: the ωB97M-V functional and the def2-TZVPD basis

```
58
C22H27NO6S2 (the ωB97M-V functional and the def2-TZVPD basis)
C -1.340 5.312 -3.395
C -0.774 4.495 -2.276
C -1.582 4.119 -1.206
C -1.082 3.337 -0.182
C 0.237 2.927 -0.235
S 0.868 1.874 1.056
O 0.664 2.493 2.340
O 2.216 1.471 0.745
C -0.169 0.386 1.010
C 0.125 -0.538 2.175
C -1.081 -0.647 3.119
C -2.326 -0.957 2.297
O -3.104 -0.060 2.011
N -2.505 -2.215 1.856
C -1.638 -3.356 2.041
C -2.497 -4.572 2.420
O -3.488 -4.835 1.461
C -4.335 -3.719 1.295
C -3.544 -2.481 0.875
S 0.066 -0.408 -0.611
O -0.470 -1.746 -0.495
O -0.544 0.467 -1.577
C 1.807 -0.545 -0.995
C 2.303 0.205 -2.043
C 3.643 0.112 -2.369
C 4.490 -0.729 -1.657
C 5.949 -0.800 -1.982
C 3.961 -1.495 -0.622
C 2.621 -1.411 -0.292
C 1.063 3.300 -1.275
C 0.554 4.085 -2.294
H -1.883 4.663 -4.082
H -0.552 5.813 -3.952
H -2.037 6.056 -3.017
H -2.613 4.438 -1.180
H -1.702 3.051 0.653
H -1.204 0.724 0.989
H 0.368 -1.525 1.777
H 0.991 -0.153 2.721
H -0.897 -1.389 3.895
H -1.248 0.321 3.595
H -0.911 -3.179 2.831
H -1.117 -3.552 1.096
H -1.879 -5.470 2.476
H -2.965 -4.391 3.402
H -5.055 -3.994 0.524
H -4.868 -3.514 2.237
H -4.190 -1.606 0.817
H -3.063 -2.652 -0.095
H 1.625 0.844 -2.585
H 4.038 0.702 -3.184
H 6.133 -0.523 -3.017
H 6.339 -1.800 -1.806
H 6.499 -0.108 -1.344
H 4.607 -2.160 -0.070
H 2.212 -2.015 0.501
H 2.090 2.970 -1.265
H 1.193 4.379 -3.114
```

Calculated values
Kohn-Sham gap in eV: 9.7
Net charge: 0
SMILES: Cc1ccc(S(=O)(=O)C(CCC(=O)N2CCOCC2)S(=O)(=O)c2ccc(C)cc2)cc1
HOMO energy in hartree: -0.3361

Here are the natural (NBO) charges for atoms 1 to 2, given in e: -0.6317, 0.0172

***

6.
Formula: C6H11NO4S2
Source: the OMol25 dataset
Level of theory: the ωB97M-V functional and the def2-TZVPD basis

```
24
C6H11NO4S2 (the ωB97M-V functional and the def2-TZVPD basis)
C 1.658 1.076 0.181
C 3.073 1.198 -0.251
C -2.218 1.560 -0.468
C -2.288 -1.744 0.428
C -0.618 -0.034 0.294
C 0.838 -0.005 -0.146
N 1.157 -0.927 -1.200
O 0.251 -1.591 -1.651
O 2.304 -0.985 -1.597
O -1.383 0.464 -0.766
O -0.959 -1.337 0.683
S 1.054 2.315 1.142
S 1.900 -1.718 1.723
H 3.188 0.997 -1.316
H 3.463 2.183 -0.008
H 3.654 0.434 0.271
H -2.712 1.809 -1.403
H -1.630 2.416 -0.125
H -2.965 1.310 0.290
H -2.330 -2.789 0.723
H -2.520 -1.654 -0.636
H -3.003 -1.161 1.022
H -0.713 0.636 1.174
H 0.799 -2.452 1.637
```

Calculated values
Kohn-Sham gap (alpha / beta) in eV: 5.7 / 5.7
Net charge: 0
Energy relative to the best compared isomer or geometry (same formula, charge and spin) in kcal per mole: 141.5
HOMO energy (alpha / beta) in hartree: -0.3359 / -0.3358

Here are the natural (NBO) charges for atoms 1 to 2, given in e: -0.1277, -0.6730

***

The records above yield calculated total energy values of -7830.2219; -10010.7380; -72924.1976; -21652.0220; -58697.0555; -37743.7363 eV, respectively.
The records above yield strongest force on any atom values of 4.757; 3.234; 0.711; 2.699; 1.174; 3.645 eV/Å, respectively.